[1]
Computed, not measured: C21H43N2P3S2Tc as an isolated structure in a non-equilibrium geometry, with the ωB97M-V functional and the def2-TZVPD basis.

The geometry in ORCA input format:
```
! wB97M-V def2-TZVPD RIJCOSX def2/J DEFGRID3
* xyz 4 4
Tc 0.1607 0.6553 0.2534
P 1.8359 1.8051 1.0548
P -1.1968 0.9409 1.9954
P -0.9500 2.3244 -0.9206
H 0.8909 -2.1256 -5.1543
C 0.8922 -1.0357 -5.2768
C 1.8725 -0.2853 -4.6263
H 2.8543 -0.8059 -4.5092
C 3.1150 0.8047 1.8604
C 1.5560 3.1361 2.3280
C 2.7911 2.7650 -0.2050
C -2.5033 -0.3125 1.8442
C -0.3832 0.5411 3.5855
C -2.1115 2.4523 2.4483
C -0.5375 2.6543 -2.6829
C -0.8584 4.0707 -0.2688
C -2.7587 2.0495 -1.1264
H 0.2555 -0.5154 -5.9966
H 1.6781 0.7999 -4.5382
H 2.9269 -0.2594 1.6864
H 3.1232 1.0162 2.9356
H 4.0790 1.0723 1.4224
H 1.3454 2.6787 3.3106
H 0.7247 3.8024 2.0377
H 2.4886 3.7300 2.3949
H 3.3181 2.0442 -0.8558
H 3.5211 3.4060 0.3270
H 2.1180 3.3941 -0.8170
H -3.3478 -0.0089 2.4733
H -2.1144 -1.2805 2.1840
H -2.8423 -0.4074 0.8037
H -0.3920 1.4367 4.2146
H 0.6460 0.1943 3.4525
H -0.9560 -0.2509 4.0756
H -2.8223 2.2046 3.2476
H -2.6878 2.8769 1.6219
H -1.4345 3.2210 2.8361
H -1.1771 3.4771 -3.0357
H -0.7292 1.7458 -3.2677
H 0.5250 2.9055 -2.7855
H -1.3872 4.7027 -0.9923
H 0.1855 4.3977 -0.1913
H -1.3396 4.1621 0.7087
H -3.1159 2.7407 -1.9030
H -3.3326 2.2076 -0.2056
H -2.9200 1.0177 -1.4676
C 0.3598 -1.7307 -2.7016
C -1.0063 -1.6788 -2.9979
C -1.7070 -2.8801 -3.2050
C -1.0112 -4.0908 -3.1310
C 0.2895 -4.1180 -2.6259
C 1.0086 -2.9432 -2.4668
S 1.5045 -0.3731 -2.6967
H 0.9083 0.8539 -2.4721
H -1.4480 -0.6916 -3.1464
H -2.7695 -2.9004 -3.4403
H -1.4697 -5.0619 -3.3692
H 0.7566 -5.0540 -2.3111
H 2.0466 -2.8964 -2.1576
C -0.9842 -4.0724 1.2324
N -0.1642 -3.4452 2.2674
C -0.1094 -3.8035 3.5973
C 0.8512 -3.0657 4.1873
N 1.3782 -2.2524 3.2121
C 0.6882 -2.4150 2.0460
S 0.8834 -1.6134 0.5340
H -1.7098 -3.3645 0.8246
H -0.3602 -4.4137 0.4071
H -1.5066 -4.9382 1.6419
H -0.7685 -4.5519 3.9626
H 1.1908 -3.0542 5.1937
H 2.1435 -1.5908 3.3392
*
```

The HOMO energy (spin up / spin down) is -0.721 / -0.740 Eh. As for the maximum force: 0.087 Eh/bohr. For the HOMO-LUMO gap (spin up / spin down), the calculation gives 6.6 / 6.0 eV. The calculation puts the total energy at -77148.291 eV. For the energy relative to the best compared isomer or geometry (same formula, charge and spin), the calculation gives 0.0 kcal/mol. The expectation value of S² is 3.774.

These are the Mulliken partial charges, in e, on atoms 1 to 2:
1. Tc -0.15
2. P 1.30


[2]
Computed, not measured: C21H44AlB2BeBrCl2F5LiN2O17PS3 as an isolated structure in a non-equilibrium geometry, with the ωB97M-V functional and the def2-TZVPD basis.

The geometry in ORCA input format:
```
! wB97M-V def2-TZVPD RIJCOSX def2/J DEFGRID3
* xyz 1 1
C 3.9759 -4.4507 4.4130
O 3.6069 -3.9162 3.1837
B 2.9101 -2.7081 3.1947
O 1.5796 -2.6643 3.4733
P 3.8463 -1.0815 2.7600
O 3.5684 -1.5459 1.0388
C 3.0490 0.5313 2.3776
C 1.5320 0.3974 2.0926
C 0.5906 0.9962 3.1308
C -0.7832 0.9548 2.4761
N -1.8636 1.3917 3.3667
C 5.6481 -1.2006 2.4181
C 6.1215 0.1490 1.8410
C 6.6913 1.1587 2.8524
C 7.5136 2.2419 2.0895
C 7.6404 0.5104 3.8675
C 4.1950 -0.6401 4.6348
C 3.0348 -0.2154 5.4460
O 2.1811 -0.9472 5.8521
Br 2.8975 1.6733 5.9496
H 4.9357 -4.9505 4.3310
H 3.2011 -5.2022 4.7245
H 4.0658 -3.7160 5.2227
H 1.3843 -2.9545 4.3711
H 4.1417 -1.0531 0.4374
H 3.2834 1.3353 3.0702
H 3.4992 0.8224 1.4259
H 1.3246 0.9454 1.1484
H 1.2607 -0.6305 1.8813
H 0.8711 1.9886 3.4760
H 0.5385 0.3166 3.9850
H -0.7833 1.5340 1.5556
H -0.9582 -0.1058 2.3044
H -2.4098 0.5790 3.6160
H -1.5313 1.7218 4.2674
H 6.2185 -1.6144 3.2464
H 5.7250 -1.9331 1.6219
H 5.2513 0.5634 1.2296
H 6.8998 -0.0776 1.1129
H 5.8721 1.7048 3.3257
H 7.9698 1.7768 1.2176
H 6.9129 3.0962 1.8081
H 8.3375 2.5846 2.7075
H 7.0533 0.1658 4.7236
H 8.0878 -0.3958 3.4649
H 8.3842 1.1900 4.2612
H 4.6839 -1.4368 5.1981
H 4.8988 0.1882 4.6168
Li 2.5103 -5.6850 6.2202
B -4.1425 1.9747 -1.1839
O -4.2878 0.3961 -0.7884
C -2.8596 -0.0515 -0.7097
O -2.5054 -1.1270 -0.4407
C -1.9642 1.1472 -1.0122
O -0.7644 1.0944 -1.0028
O -2.6797 2.2051 -1.2616
F -4.6979 2.7567 -0.2434
F -4.7016 2.1658 -2.3943
Be 2.9030 0.8814 0.0797
N -4.1518 -3.7229 -3.6995
S -5.6807 -3.2917 -3.6652
O -6.2767 -3.0319 -4.9313
O -6.0623 -2.4580 -2.5683
F -6.2892 -4.7069 -3.2685
S -3.1760 -2.5781 -4.1396
O -1.8778 -3.0634 -4.4720
O -3.2274 -1.3638 -3.3825
F -3.7338 -2.1353 -5.5571
O -5.7461 8.0457 0.3756
C -4.7752 7.5176 0.8539
O -4.6529 6.2076 0.8887
C -3.4496 5.5236 1.3003
C -3.3941 5.3745 2.8060
C -3.7204 8.3770 1.5342
H -2.5641 6.0155 0.8913
H -3.4938 4.5350 0.8426
H -3.3640 6.3542 3.3109
H -2.5133 4.8085 3.1017
H -4.2803 4.8533 3.1656
H -4.1087 8.5719 2.5457
H -3.6235 9.3170 0.9954
H -2.7274 7.9418 1.5973
F -3.9563 2.2555 1.8641
Al -5.3804 8.8937 3.9826
O -3.2255 -5.0253 -7.5032
S -2.5877 -4.9705 -8.7757
O -1.9423 -3.7789 -9.2295
O -3.6208 -5.4549 -9.8846
C -4.9030 -4.7910 -9.9277
C -4.8226 -3.4228 -10.5740
C -1.4597 -6.3134 -8.9273
H -5.3256 -4.7298 -8.9237
H -5.5518 -5.4390 -10.5140
H -4.2491 -2.7305 -9.9596
H -5.8232 -3.0112 -10.7072
H -4.3291 -3.4850 -11.5443
H -1.9606 -7.2282 -8.6238
H -0.6204 -6.1031 -8.2687
H -1.1230 -6.3754 -9.9586
Cl 4.7624 2.2711 0.2527
Cl -4.8565 -0.4871 0.6245
*
```

The HOMO energy is -0.294 Eh. As for the maximum force: 0.069 Eh/bohr. For the HOMO-LUMO gap, the calculation gives 2.1 eV. The calculation puts the total energy at -219288.494 eV.

These are the Mulliken partial charges, in e, on atoms 1 to 2:
1. C -0.83
2. O -0.34


[3]
Computed, not measured: a single C21H44N2O2S2 molecule, with the ωB97M-V functional and the def2-TZVPD basis.

The geometry in ORCA input format:
```
! wB97M-V def2-TZVPD RIJCOSX def2/J DEFGRID3
* xyz 0 1
C -0.7427 -1.8227 2.5480
C -0.0133 -3.0065 3.1879
C 1.3938 -3.2678 2.6484
C 1.5251 -4.0938 1.3630
N 0.8485 -3.6277 0.1245
C 1.7722 -3.3564 -1.0012
C 2.1085 -1.8757 -1.2173
C 2.3118 -1.0483 0.0512
C 2.4136 0.4601 -0.2389
C 1.3569 1.3216 0.4633
C 0.3778 1.9300 -0.5307
N -0.3377 0.8337 -1.2024
C -0.3889 0.9002 -2.6355
O -1.3250 1.8449 -3.1324
C -0.8238 2.9265 -3.8993
C -0.7694 4.2505 -3.1281
C -1.9405 4.4160 -2.1527
O 2.0690 2.2993 1.2244
C 1.3194 3.3674 1.7771
C 0.1690 2.9496 2.7130
C 0.3998 3.3943 4.1635
C -0.1860 -4.5329 -0.2794
S 0.0730 -6.0606 -0.7563
S -1.8398 -3.9051 -0.2557
C -1.6118 -2.4012 -1.2584
C -2.9974 -1.7915 -1.5232
C -3.5111 -0.9178 -0.3711
H -0.4438 -0.8846 3.0277
H -0.5311 -1.7414 1.4825
H -1.8236 -1.9269 2.6650
H -0.6173 -3.9187 3.1305
H 0.0900 -2.7764 4.2539
H 1.9406 -2.3230 2.5756
H 1.9307 -3.8685 3.3939
H 1.1557 -5.1004 1.5850
H 2.5924 -4.2008 1.1417
H 1.2805 -3.7178 -1.9079
H 2.6846 -3.9586 -0.9020
H 3.0374 -1.8316 -1.7987
H 1.3241 -1.4094 -1.8234
H 1.4783 -1.2400 0.7251
H 3.2280 -1.3938 0.5439
H 3.3906 0.8526 0.0491
H 2.3325 0.6089 -1.3225
H 0.7912 0.6718 1.1459
H -0.3436 2.5745 -0.0219
H 0.9161 2.5453 -1.2614
H -1.2900 0.8219 -0.8604
H 0.6170 1.1278 -3.0067
H -0.6886 -0.0826 -3.0178
H -1.4974 3.0495 -4.7539
H 0.1623 2.6771 -4.3093
H -0.8263 5.0496 -3.8744
H 0.1816 4.3602 -2.5997
H -2.1669 5.4728 -1.9942
H -2.8411 3.9177 -2.5157
H -1.7104 3.9926 -1.1728
H 2.0483 3.9456 2.3517
H 0.9530 4.0364 0.9884
H -0.7546 3.4189 2.3588
H 0.0383 1.8665 2.7014
H 1.4247 3.1719 4.4733
H -0.2542 2.8395 4.8417
H 0.2001 4.4586 4.2981
H -1.1146 -2.6831 -2.1885
H -0.9829 -1.6965 -0.7082
H -3.7071 -2.6051 -1.7024
H -2.9499 -1.2103 -2.4483
H -4.5931 -0.9900 -0.2574
H -3.2641 0.1330 -0.5382
H -3.0485 -1.2192 0.5706
*
```

The HOMO energy is -0.304 Eh. As for the maximum force: 0.010 Eh/bohr. For the HOMO-LUMO gap, the calculation gives 8.1 eV. The calculation puts the total energy at -51234.635 eV. Its SMILES is CCCCN(CCCC[C@H](CNCOCCC)OCCC)C(=S)SCCC.

These are the Mulliken partial charges, in e, on atoms 1 to 2:
1. C 0.00
2. C -0.85